Entry 1:
An isolated molecule of C3H10Si in a non-equilibrium geometry, computed with ωB97M-V with the def2-TZVPD basis set.

Geometry as ORCA input:
```
! wB97M-V def2-TZVPD RIJCOSX def2/J DEFGRID3
* xyz 0 1
Si 1.0759 1.6802 -1.0472
C 0.1628 0.7475 0.4376
C -0.2681 -0.7662 -0.1749
C -0.9221 -1.6341 0.9324
H 1.8271 0.5004 -1.6110
H 0.8119 0.6738 1.2843
H -1.8328 -1.1974 1.2452
H 1.8353 3.0005 -1.1526
H -0.2456 -1.7561 1.7795
H -1.0198 -0.6999 -0.9200
H 0.6427 -1.1729 -0.5942
H -0.7592 1.2076 0.8572
H -0.2198 2.0883 -1.6354
H -1.0881 -2.6716 0.5992
*
```

Output
HOMO-LUMO gap ... 11.164 eV
Molar mass ... 74.20 u
Structure (SMILES) ... CCC[SiH3]


Entry 2:
An isolated molecule of C3H11BN2O2 in a non-equilibrium geometry, computed with ωB97M-V with the def2-TZVPD basis set.

Geometry as ORCA input:
```
! wB97M-V def2-TZVPD RIJCOSX def2/J DEFGRID3
* xyz 0 3
O 1.0239 -3.0609 -1.1123
O -0.9772 -2.3091 -2.3219
N 0.3417 -0.2375 0.1605
N -0.6909 -0.8780 0.8135
C 0.0974 1.9067 1.5542
C 0.1012 1.2367 0.1590
C 0.6808 -0.5433 -1.4990
B 0.2709 -2.0649 -1.7001
H -1.6592 -0.4790 0.4756
H -0.5260 -1.9519 0.5959
H -0.7724 1.6553 2.0745
H -0.8169 1.5597 -0.3967
H 0.7459 1.6865 -0.5139
H 0.8457 -3.9387 -1.4370
H -0.0742 2.8882 1.4753
H 0.9727 1.7784 2.2103
H 0.0968 0.2607 -2.0592
H -1.1604 -3.1984 -2.6088
H 1.7099 -0.1713 -1.3991
*
```

Output
HOMO-LUMO gap (alpha / beta) ... 4.287 / 8.933 eV
Molar mass ... 117.94 u


Entry 3:
An isolated ion of composition C3H11BO3P and charge +1 in a non-equilibrium geometry, computed with ωB97M-V with the def2-TZVPD basis set.

Geometry as ORCA input:
```
! wB97M-V def2-TZVPD RIJCOSX def2/J DEFGRID3
* xyz 1 1
P -1.0324 -0.0354 -1.2070
O 0.2695 0.8070 -1.4166
O -1.9068 1.4388 1.1549
O -3.4039 -0.1495 0.2911
C 1.9384 -1.2398 -0.0650
C 1.0328 1.1617 -0.2192
C 1.4020 0.0035 0.6754
B -2.2179 0.4954 0.2596
H -1.8230 1.0351 2.0387
H -1.7438 0.0686 -2.4007
H 0.5323 1.9455 0.3265
H 2.1760 0.3759 1.3286
H 0.5902 -0.3003 1.3303
H -3.2740 -1.1149 0.2490
H 1.2115 -2.0368 -0.0044
H 2.1790 -1.0499 -1.0993
H 2.7936 -1.6166 0.4685
H -0.6713 -1.3839 -1.1239
H 1.9478 1.5955 -0.5866
*
```

Output
HOMO-LUMO gap ... 11.162 eV
Molar mass ... 136.90 u


Entry 4:
A 2-piece molecular cluster, C3H11FN2O3PS2 overall in a non-equilibrium geometry, computed with ωB97M-V with the def2-TZVPD basis set.

Geometry as ORCA input:
```
! wB97M-V def2-TZVPD RIJCOSX def2/J DEFGRID3
* xyz 1 1
S 0.1626 -1.4935 -2.8717
S -3.8041 -1.4473 -4.8241
P -2.6757 -1.4250 -3.2495
F 1.3734 -1.1215 -3.7513
O 0.3218 -0.8030 -1.6447
O -0.7429 1.5267 3.0309
O 0.0680 -2.8883 -2.7326
N -1.1017 -0.8251 -3.6981
N 1.0713 0.2507 2.5580
C 1.3263 2.6094 3.5591
C 0.8145 0.0047 1.0894
C 0.4409 1.5316 3.0371
H -0.2560 -0.0010 0.9175
H -3.2118 -0.5467 -2.2905
H 0.7701 3.5423 3.5764
H 1.6453 2.3554 4.5725
H 1.3030 0.7881 0.5170
H -0.9639 -0.8523 -4.7107
H 2.2037 2.7332 2.9207
H 0.5462 -0.4724 3.0569
H -2.5927 -2.7103 -2.6870
H 1.2376 -0.9628 0.8364
H 2.0641 0.2071 2.7882
*
```

Output
HOMO-LUMO gap ... 7.523 eV
Molar mass ... 237.24 u


Entry 5:
C3H11FeO8PPd as an isolated structure in a non-equilibrium geometry, computed with ωB97M-V with the def2-TZVPD basis set.

Geometry as ORCA input:
```
! wB97M-V def2-TZVPD RIJCOSX def2/J DEFGRID3
* xyz 0 7
Pd 0.8920 -1.1221 0.4500
Fe 1.6189 1.2868 -1.6459
P 3.5960 -0.8290 0.1837
O -0.0237 0.0685 -1.0774
O -2.2568 0.9438 0.3442
O 4.4230 -1.2548 -1.0198
O 2.7715 -2.0578 0.6817
O -1.2877 4.3316 1.6647
O 0.1751 -3.1164 -0.3845
O 2.4570 0.0419 -0.3159
O 4.1041 0.0552 1.3720
C -0.6274 -3.6000 -1.3528
C -2.1258 3.3616 1.0444
C -1.6191 1.9496 1.1702
H -1.2615 -2.8585 -1.8388
H -0.5650 -0.5008 -1.6584
H -3.0656 3.3365 1.5959
H -1.3730 -4.2704 -0.9252
H -2.4977 3.5090 0.0305
H -0.4676 4.3237 1.1657
H 0.9240 -3.6893 -0.2045
H -1.5619 1.6826 2.2255
H -0.0525 -4.1166 -2.1213
H -1.6037 0.5652 -0.2488
H -0.5728 1.9598 0.8649
*
```

Output
HOMO-LUMO gap (alpha / beta) ... 4.971 / 4.751 eV
Molar mass ... 368.35 u


Entry 6:
C3H11LiN2O5 as an isolated structure in a non-equilibrium geometry, computed with ωB97M-V with the def2-TZVPD basis set.

Geometry as ORCA input:
```
! wB97M-V def2-TZVPD RIJCOSX def2/J DEFGRID3
* xyz 0 1
O 0.0955 1.7294 -1.8725
O 3.2380 1.4111 1.8073
O -2.6638 -1.9953 1.9267
O 2.0350 -2.3275 -1.1862
O -2.2007 -0.9816 3.7439
N 1.5628 3.0339 -3.0483
N 0.6706 1.2345 -3.9696
C 0.7263 1.9865 -2.9198
C -4.2986 -2.1998 3.7677
C -2.9574 -1.7160 3.1094
Li 0.5220 -0.2793 1.2760
H 1.7536 -3.0874 -1.6958
H 3.8462 1.6583 1.1107
H 0.2071 0.3486 -3.8270
H -4.1234 -3.0626 4.4103
H 3.1268 2.2095 2.3234
H -4.6987 -1.5505 4.5464
H 1.7489 3.7478 -2.3586
H 1.3384 1.5069 -4.6768
H 2.1616 2.9472 -3.8571
H -4.9577 -2.5451 2.9712
H 2.8676 -2.0686 -1.5812
*
```

Output
HOMO-LUMO gap ... 5.358 eV
Molar mass ... 162.07 u


Entry 7:
A 2-piece molecular cluster, C3H11N overall in a non-equilibrium geometry, computed with ωB97M-V with the def2-TZVPD basis set.

Geometry as ORCA input:
```
! wB97M-V def2-TZVPD RIJCOSX def2/J DEFGRID3
* xyz -1 2
N -5.2379 -0.1348 1.9558
C -4.4342 0.4767 0.8765
C 4.7863 -0.1080 -1.5040
C 3.6618 -0.1989 -0.5015
H 4.9823 -1.0162 -2.0783
H -3.4160 0.0880 1.0221
H -4.4380 1.5664 0.9713
H 3.2436 0.7645 -0.2106
H -6.2117 0.1193 1.7371
H -4.7054 0.2627 -0.1664
H -5.3196 -1.1360 1.7158
H 2.8043 -0.7446 -0.9055
H 5.7383 0.1497 -1.0376
H 4.5721 0.6343 -2.2781
H 3.9740 -0.7232 0.4036
*
```

Output
HOMO-LUMO gap (alpha / beta) ... 1.713 / 9.101 eV
Molar mass ... 61.13 u


Entry 8:
A 2-piece molecular cluster, C3H11N overall in a non-equilibrium geometry, computed with ωB97M-V with the def2-TZVPD basis set.

Geometry as ORCA input:
```
! wB97M-V def2-TZVPD RIJCOSX def2/J DEFGRID3
* xyz 0 1
N -2.2789 1.7128 -0.5760
C 1.5862 -0.6798 -0.4728
C -2.2726 0.3234 -0.0214
C 2.2495 -0.6787 0.9148
H 3.0681 -1.4292 1.0117
H -3.1856 -0.2610 -0.4126
H -2.0779 1.5192 -1.5163
H 2.6445 0.2868 1.2026
H -1.4039 2.2392 -0.2341
H -1.5183 -0.3972 -0.3366
H 2.3295 -0.5270 -1.1962
H 1.0792 -1.5518 -0.5810
H 1.5649 -1.0076 1.7224
H 0.8449 0.0334 -0.5378
H -2.6295 0.4175 1.0332
*
```

Output
HOMO-LUMO gap ... 10.749 eV
Molar mass ... 61.13 u
Structure (SMILES) ... CC.CN